## P
{
  "formula": "C2H2N2OS2",
  "method": "wB97M-V/def2-TZVPD",
  "lumo_energy_ev": 0.4,
  "smiles": "Sc1nnoc1S",
  "gap_ev": 9.91,
  "species": ["C", "C", "H", "H", "N", "N", "O", "S", "S"],
  "xyz": [[0.691, 0.293, -0.008], [-0.666, 0.062, 0.015], [2.184, -1.034, 1.247], [-0.701, -2.212, 0.054], [0.837, 1.665, -0.072], [-0.275, 2.250, 0.024], [-1.265, 1.230, 0.047], [1.932, -0.921, -0.069], [-1.647, -1.337, -0.018]],
  "nbo_charge": [-0.21, 0.15, 0.14, 0.15, -0.17, 0.10, -0.31, 0.04, 0.12]
}

***

## Q
{
  "formula": "C2H2N2OS2",
  "method": "wB97M-V/def2-TZVPD",
  "lumo_energy_ev": 0.3,
  "smiles": "Sc1nonc1S",
  "gap_ev": 9.88,
  "species": ["C", "C", "H", "H", "N", "N", "O", "S", "S"],
  "xyz": [[-0.252, -0.701, -0.095], [0.604, 0.356, -0.078], [-1.943, 0.408, 1.135], [-0.970, 1.719, -0.681], [0.393, -1.779, -0.055], [1.792, -0.140, 0.143], [1.599, -1.445, 0.002], [-2.067, -0.417, -0.001], [0.362, 1.976, -0.002]],
  "nbo_charge": [-0.03, -0.16, 0.16, 0.17, -0.06, -0.11, -0.09, 0.01, 0.11]
}

***

Ranking the structures above by energy, P is first and the second is 40.1 kcal/mol behind.